Below is a cluster of 13 separate species, C52H90F24O26 in total at a distorted geometry, with properties calculated with the ωB97M-V functional and the def2-TZVPD basis.

- Highest occupied orbital energy: -0.347 hartree
- Total charge: 0
- M: 1587.2 g/mol
- Gap between HOMO and LUMO: 9.7 eV

Cartesian coordinates (Å):
C1 -18.51 -11.01 -18.05
O1 -19.58 -10.66 -17.16
C2 -20.87 -11.19 -17.40
C3 -20.88 -12.66 -16.97
O2 -20.16 -13.58 -17.69
C4 -20.39 -14.97 -17.43
H1 -18.17 -12.02 -17.81
H2 -17.59 -10.46 -17.87
H3 -18.81 -10.98 -19.10
H4 -21.20 -11.03 -18.43
H5 -21.59 -10.66 -16.79
H6 -21.93 -12.94 -17.04
H7 -20.70 -12.67 -15.90
H8 -21.42 -15.34 -17.46
H9 -19.95 -15.20 -16.46
H10 -19.90 -15.59 -18.18
C5 -11.85 -22.01 -26.14
O3 -12.73 -21.34 -25.21
C6 -12.10 -20.54 -24.20
C7 -13.15 -20.09 -23.10
O4 -12.83 -18.81 -22.53
C8 -13.54 -18.74 -21.29
H11 -11.05 -21.34 -26.45
H12 -12.49 -22.28 -26.98
H13 -11.49 -22.91 -25.64
H14 -11.76 -19.62 -24.68
H15 -11.28 -21.07 -23.72
H16 -13.06 -20.91 -22.39
H17 -14.17 -20.28 -23.44
H18 -13.33 -19.54 -20.58
H19 -14.63 -18.76 -21.21
H20 -13.27 -17.77 -20.89
C9 -18.26 -4.13 -8.98
O5 -18.59 -5.00 -10.06
C10 -19.40 -6.06 -9.68
C11 -19.14 -7.33 -10.60
O6 -18.04 -8.16 -10.19
C12 -16.79 -7.45 -10.12
H21 -17.52 -3.36 -9.19
H22 -17.71 -4.68 -8.22
H23 -19.13 -3.64 -8.54
H24 -20.45 -5.78 -9.77
H25 -19.20 -6.35 -8.65
H26 -19.22 -7.08 -11.65
H27 -19.93 -8.08 -10.55
H28 -16.70 -6.97 -9.15
H29 -16.69 -6.66 -10.86
H30 -16.03 -8.23 -10.12
C13 -23.81 -1.41 -16.33
O7 -22.85 -2.51 -16.46
C14 -21.57 -2.11 -17.05
C15 -20.47 -3.17 -16.87
O8 -19.30 -2.53 -17.18
C16 -18.18 -3.31 -16.86
H31 -23.96 -0.88 -17.27
H32 -23.42 -0.65 -15.65
H33 -24.74 -1.83 -15.96
H34 -21.28 -1.17 -16.59
H35 -21.60 -1.91 -18.12
H36 -20.58 -4.14 -17.36
H37 -20.51 -3.44 -15.82
H38 -18.10 -3.60 -15.81
H39 -17.34 -2.68 -17.16
H40 -18.13 -4.24 -17.43
C17 -27.01 -20.18 -19.37
O9 -28.11 -19.86 -18.55
C18 -29.09 -19.11 -19.16
C19 -29.86 -19.76 -20.43
O10 -29.02 -19.69 -21.57
C20 -29.71 -19.92 -22.75
H41 -26.25 -20.68 -18.78
H42 -26.57 -19.23 -19.66
H43 -27.27 -20.78 -20.24
H44 -28.72 -18.15 -19.53
H45 -29.76 -18.81 -18.35
H46 -30.67 -19.06 -20.62
H47 -30.29 -20.71 -20.09
H48 -28.87 -20.21 -23.39
H49 -30.12 -19.01 -23.19
H50 -30.42 -20.74 -22.78
C21 -24.12 -5.62 -23.73
C22 -24.79 -5.89 -22.38
O11 -26.18 -5.96 -22.59
C23 -27.08 -4.95 -22.47
O12 -26.77 -3.75 -22.17
C24 -28.55 -5.39 -22.54
F1 -28.70 -6.08 -23.67
F2 -28.81 -6.06 -21.44
F3 -29.46 -4.29 -22.62
H51 -24.33 -6.42 -24.45
H52 -23.05 -5.48 -23.61
H53 -24.45 -4.73 -24.26
H54 -24.48 -5.11 -21.69
H55 -24.46 -6.85 -22.01
C25 -29.30 -11.72 -13.88
C26 -30.57 -12.61 -13.77
O13 -30.33 -13.68 -12.78
C27 -31.12 -14.80 -12.90
O14 -31.89 -15.02 -13.83
C28 -30.86 -15.95 -11.94
F4 -30.28 -15.58 -10.88
F5 -31.97 -16.59 -11.52
F6 -30.17 -16.87 -12.60
H56 -28.43 -12.19 -14.34
H57 -29.06 -11.45 -12.85
H58 -29.47 -10.89 -14.56
H59 -30.81 -13.03 -14.75
H60 -31.41 -11.95 -13.56
C29 -16.67 -22.93 -15.86
C30 -15.35 -23.73 -16.12
O15 -14.74 -24.12 -14.89
C31 -13.86 -23.27 -14.24
O16 -13.66 -22.13 -14.67
C32 -13.26 -23.85 -13.02
F7 -13.41 -23.14 -11.87
F8 -13.72 -25.05 -12.85
F9 -11.96 -23.88 -13.27
H61 -17.27 -23.15 -16.74
H62 -16.57 -21.85 -15.79
H63 -17.17 -23.34 -14.98
H64 -14.61 -23.29 -16.80
H65 -15.57 -24.70 -16.58
C33 -15.00 -15.26 -12.30
C34 -15.81 -14.95 -11.02
O17 -15.09 -15.66 -10.03
C35 -14.19 -15.12 -9.16
O18 -13.75 -13.97 -9.24
C36 -13.55 -16.18 -8.16
F10 -12.27 -16.42 -8.54
F11 -13.68 -15.83 -6.84
F12 -14.09 -17.38 -8.25
H66 -14.09 -14.67 -12.16
H67 -15.39 -14.83 -13.22
H68 -14.66 -16.29 -12.42
H69 -16.87 -15.17 -11.06
H70 -15.79 -13.89 -10.74
C37 -15.04 -11.94 -24.55
C38 -15.97 -10.94 -25.14
O19 -15.56 -9.66 -24.67
C39 -16.13 -8.57 -25.29
O20 -17.07 -8.56 -26.09
C40 -15.72 -7.25 -24.60
F13 -16.52 -7.04 -23.55
F14 -14.54 -7.25 -24.04
F15 -15.83 -6.29 -25.47
H71 -14.02 -11.67 -24.82
H72 -15.20 -12.91 -25.02
H73 -15.18 -12.03 -23.47
H74 -17.00 -11.21 -24.92
H75 -15.83 -10.90 -26.22
C41 -21.49 -21.72 -23.52
C42 -20.90 -23.07 -23.79
O21 -21.70 -24.03 -23.08
C43 -21.18 -24.92 -22.21
O22 -20.01 -25.20 -22.10
C44 -22.31 -25.63 -21.36
F16 -23.45 -24.87 -21.34
F17 -22.60 -26.76 -21.95
F18 -21.85 -25.90 -20.21
H76 -22.56 -21.89 -23.69
H77 -21.20 -20.92 -24.21
H78 -21.16 -21.37 -22.54
H79 -19.88 -23.17 -23.40
H80 -20.88 -23.42 -24.82
C45 -24.60 -19.68 -8.68
C46 -24.70 -18.97 -10.03
O23 -25.09 -17.63 -9.80
C47 -24.33 -16.60 -10.36
O24 -23.39 -16.73 -11.16
C48 -24.72 -15.18 -9.91
F19 -23.70 -14.73 -9.11
F20 -24.89 -14.35 -10.94
F21 -25.82 -15.21 -9.19
H81 -25.55 -20.14 -8.39
H82 -24.46 -18.91 -7.93
H83 -23.81 -20.43 -8.69
H84 -25.49 -19.34 -10.68
H85 -23.73 -19.10 -10.51
C49 -30.80 -13.31 -23.91
C50 -29.76 -13.24 -22.78
O25 -28.42 -13.34 -23.28
C51 -27.34 -13.22 -22.55
O26 -27.35 -13.13 -21.32
C52 -25.98 -13.04 -23.31
F22 -26.15 -13.22 -24.59
F23 -25.51 -11.85 -23.08
F24 -25.01 -13.86 -22.91
H86 -30.93 -14.28 -24.39
H87 -30.54 -12.64 -24.73
H88 -31.63 -12.83 -23.40
H89 -29.94 -14.02 -22.03
H90 -29.91 -12.25 -22.35

---

Below is a structure of composition C47H52ClGeN3O2TeW at a distorted geometry, with properties calculated with the ωB97M-V functional and the def2-TZVPD basis.

- ⟨S²⟩: 0.76
- Highest occupied orbital energy (alpha / beta): -0.569 / -0.583 hartree
- Total charge: +3
- M: 1110.5 g/mol
- Gap between HOMO and LUMO (alpha / beta): 6.0 / 6.0 eV
- Multiplicity: 2

Cartesian coordinates (Å):
W1 -0.25 -1.10 -0.61
Cl1 -3.94 4.00 -4.50
C1 -3.18 2.93 -3.40
C2 -3.53 2.95 -2.05
C3 -2.91 2.10 -1.14
C4 -1.95 1.22 -1.60
O1 -1.30 0.41 -0.73
C5 -1.60 1.17 -2.95
C6 -0.66 0.21 -3.44
N1 -0.09 -0.74 -2.77
C7 0.71 -1.69 -3.47
C8 0.70 -1.94 -4.82
C9 1.56 -2.91 -5.37
C10 2.42 -3.62 -4.57
C11 2.43 -3.39 -3.17
C12 3.28 -4.07 -2.27
C13 3.23 -3.78 -0.93
C14 2.30 -2.84 -0.47
N2 1.46 -2.20 -1.29
C15 1.55 -2.44 -2.64
C16 -2.22 2.04 -3.85
H1 -4.29 3.64 -1.71
H2 -3.17 2.11 -0.09
H3 -0.44 0.28 -4.50
H4 0.02 -1.43 -5.49
H5 1.54 -3.10 -6.43
H6 3.09 -4.35 -4.99
H7 3.98 -4.81 -2.65
H8 3.88 -4.26 -0.22
H9 2.23 -2.61 0.58
H10 -1.96 2.02 -4.90
C17 5.63 6.63 4.74
C18 5.12 5.51 3.89
C19 4.77 5.71 2.55
C20 4.29 4.70 1.74
C21 4.04 5.01 0.30
C22 4.13 3.41 2.33
Te1 3.32 1.81 1.34
N3 0.69 -0.67 1.01
C23 0.16 -1.68 1.72
O2 -0.49 -2.49 0.90
C24 0.20 -1.90 3.14
C25 -0.40 -3.04 3.69
C26 -0.36 -3.23 5.06
C27 0.27 -2.29 5.87
C28 0.87 -1.15 5.32
C29 0.83 -0.95 3.96
C30 2.09 2.67 -0.12
C31 2.46 2.45 -1.45
C32 1.74 3.05 -2.47
C33 0.65 3.86 -2.15
C34 0.27 4.03 -0.83
C35 0.97 3.44 0.22
C36 0.56 3.70 1.64
C37 4.55 3.16 3.67
C38 4.55 1.80 4.32
C39 5.02 4.22 4.42
H11 5.70 7.56 4.18
H12 6.61 6.38 5.15
H13 4.96 6.79 5.59
H14 4.91 6.70 2.12
H15 4.62 5.89 0.01
H16 2.99 5.25 0.11
H17 4.32 4.19 -0.36
H18 -0.89 -3.75 3.04
H19 -0.81 -4.11 5.50
H20 0.30 -2.45 6.94
H21 1.34 -0.44 5.97
H22 1.28 -0.07 3.51
H23 3.34 1.86 -1.68
H24 2.05 2.93 -3.50
H25 0.10 4.37 -2.93
H26 -0.58 4.66 -0.60
H27 -0.47 4.05 1.68
H28 1.19 4.47 2.10
H29 0.63 2.80 2.26
H30 4.03 1.02 3.77
H31 4.09 1.87 5.31
H32 5.58 1.47 4.47
H33 5.32 4.04 5.44
C40 -3.78 -5.39 -2.81
C41 -4.35 -4.34 -3.75
C42 -4.36 -2.92 -3.19
C43 -2.96 -2.33 -2.91
Ge1 -2.29 -2.70 -1.11
C44 -3.50 -2.05 0.29
C45 -4.30 -3.18 0.94
C46 -5.19 -2.70 2.09
C47 -6.26 -1.70 1.66
H34 -3.94 -6.39 -3.20
H35 -4.26 -5.34 -1.83
H36 -2.70 -5.27 -2.67
H37 -5.38 -4.60 -4.01
H38 -3.79 -4.34 -4.69
H39 -4.97 -2.90 -2.27
H40 -4.87 -2.26 -3.89
H41 -3.02 -1.24 -2.97
H42 -2.24 -2.66 -3.66
H43 -1.76 -4.11 -0.86
H44 -4.17 -1.33 -0.20
H45 -2.94 -1.50 1.05
H46 -3.61 -3.95 1.31
H47 -4.92 -3.67 0.19
H48 -4.56 -2.26 2.87
H49 -5.67 -3.57 2.54
H50 -5.83 -0.76 1.29
H51 -6.91 -1.45 2.49
H52 -6.88 -2.11 0.86